No. 1
Below is a 3-piece molecular cluster, C23H43F3N3O4P overall, with properties calculated with the ωB97M-V functional and the def2-TZVPD basis.

The HOMO-LUMO gap (alpha / beta) is 8.71 / 8.84 eV. Its molecular weight is 513.58 g/mol. Its maximum force is 1.50 eV Å⁻¹. As for the spin multiplicity: 3. The HOMO energy (alpha / beta) is -8.2 / -8.7 eV. Its expectation value of S² is 2.0083.

Atoms and positions in Å:
N 1.332 2.209 4.396
P -0.017 2.036 3.626
C -0.388 0.270 3.337
O -0.329 -0.547 4.514
C -0.858 -1.771 4.196
O -0.886 -2.687 4.967
C -1.395 -1.712 2.768
C -1.638 -0.210 2.590
C -2.952 0.255 3.230
F -3.505 1.244 2.494
F -2.799 0.750 4.471
F -3.866 -0.726 3.310
H 1.250 2.740 5.252
H -1.142 2.657 4.199
H 0.016 2.509 2.300
H 0.460 -0.035 2.704
H -0.592 -2.017 2.093
H -2.236 -2.378 2.604
H -1.627 0.173 1.570
C -3.645 -5.597 -0.285
C -3.140 -4.362 -1.054
C -2.905 -4.694 -2.532
C -1.657 -5.537 -2.783
C -0.426 -4.901 -2.141
C -0.606 -4.621 -0.647
N -1.867 -3.829 -0.466
O -1.705 -2.570 -0.681
C -0.628 -5.925 0.159
C 0.562 -3.794 -0.125
C -4.202 -3.274 -0.932
H -3.380 -5.539 0.771
H -4.732 -5.643 -0.347
H -3.267 -6.535 -0.684
H -2.819 -3.758 -3.091
H -3.793 -5.208 -2.908
H -1.798 -6.556 -2.414
H -1.497 -5.625 -3.859
H 0.449 -5.541 -2.270
H -0.207 -3.957 -2.650
H -0.884 -5.730 1.202
H 0.367 -6.369 0.135
H -1.316 -6.671 -0.227
H 0.703 -2.878 -0.695
H 1.474 -4.388 -0.197
H 0.414 -3.533 0.924
H -4.338 -2.976 0.109
H -5.148 -3.670 -1.303
H -3.948 -2.391 -1.511
C 2.524 2.814 -2.357
C 1.703 3.636 -1.344
C 1.010 4.815 -2.036
C 1.959 5.951 -2.411
C 2.783 6.400 -1.206
C 3.538 5.252 -0.532
N 2.559 4.157 -0.230
O 1.894 4.384 0.849
C 4.696 4.761 -1.411
C 4.143 5.720 0.786
C 0.662 2.701 -0.743
H 3.352 2.303 -1.866
H 1.888 2.053 -2.808
H 2.923 3.414 -3.171
H 0.234 5.205 -1.369
H 0.501 4.435 -2.926
H 2.615 5.648 -3.233
H 1.376 6.794 -2.786
H 3.505 7.167 -1.497
H 2.115 6.856 -0.469
H 5.146 3.863 -0.985
H 5.462 5.537 -1.446
H 4.415 4.549 -2.437
H 3.398 6.162 1.442
H 4.907 6.470 0.574
H 4.613 4.890 1.315
H 1.136 1.879 -0.204
H 0.063 2.283 -1.552
H -0.013 3.218 -0.063

Results of the Mulliken charge analysis, in e, for atoms 1 through 4:
1 N -0.789
2 P 0.463
3 C -0.076
4 O -0.349



No. 2
Below is C32H28FeN9O5S2 as an isolated structure, with properties calculated with the ωB97M-V functional and the def2-TZVPD basis.

The HOMO-LUMO gap (alpha / beta) is 6.53 / 6.53 eV. Its molecular weight is 738.61 g/mol. Its maximum force is 2.10 eV Å⁻¹. Its relative energy (zero: lowest compared OMol25 entry of this formula, charge and spin) is 43.3 kcal per mole. The HOMO energy (alpha / beta) is -9.5 / -9.5 eV. Its total charge is +1.

Atoms and positions in Å:
Fe -0.446 0.744 0.219
N 3.698 1.856 -0.896
C 4.623 0.788 -0.879
C 5.513 0.629 -1.926
C 6.410 -0.431 -1.918
C 6.400 -1.341 -0.875
C 5.494 -1.185 0.167
C 4.619 -0.113 0.177
S 3.545 0.134 1.552
N 2.366 1.192 0.945
C 2.578 1.884 -0.101
C 1.534 2.894 -0.475
C 1.905 4.053 -1.147
C 0.981 5.061 -1.355
C -0.298 4.890 -0.868
C -0.604 3.688 -0.258
N 0.252 2.685 -0.085
H 3.685 2.388 -1.747
H 5.511 1.335 -2.747
H 7.107 -0.547 -2.736
H 7.086 -2.176 -0.870
H 5.476 -1.898 0.981
H 2.925 4.218 -1.460
H 1.270 5.973 -1.860
H -1.055 5.654 -0.971
H -1.605 3.522 0.104
C -3.281 2.281 -2.248
C -2.234 1.279 -2.571
N -1.259 0.804 -1.803
C -0.544 -0.061 -2.608
C -1.102 -0.128 -3.846
N -2.169 0.724 -3.798
C -0.801 -0.850 -5.111
O 0.242 -1.641 -5.098
O -1.521 -0.669 -6.064
C 0.680 -0.718 -2.072
O 1.326 -1.486 -2.792
O 0.932 -0.395 -0.871
H -3.218 2.568 -1.206
H -4.278 1.879 -2.431
H -3.160 3.176 -2.858
H -2.765 0.886 -4.597
H 0.704 -1.620 -4.201
N -2.574 -2.854 1.386
C -1.670 -3.908 1.652
C -2.112 -5.044 2.308
C -1.221 -6.074 2.581
C 0.106 -5.955 2.205
C 0.543 -4.807 1.556
C -0.345 -3.783 1.270
S 0.236 -2.397 0.333
N -1.026 -1.244 0.583
C -2.187 -1.608 1.002
C -3.224 -0.534 1.113
C -4.558 -0.786 1.403
C -5.427 0.283 1.549
C -4.920 1.563 1.427
C -3.578 1.709 1.116
N -2.740 0.694 0.926
H -3.482 -2.952 1.801
H -3.152 -5.130 2.599
H -1.570 -6.964 3.083
H 0.805 -6.753 2.412
H 1.578 -4.717 1.252
H -4.942 -1.790 1.503
H -6.471 0.113 1.772
H -5.543 2.434 1.567
H -3.162 2.704 1.053
C 0.258 1.474 4.454
C 0.244 0.645 3.202
N 0.870 -0.527 3.218
O -0.351 1.080 2.206
H 0.758 0.987 5.289
H -0.770 1.701 4.730
H 0.760 2.414 4.233
H 1.399 -0.798 4.028
H 0.944 -1.106 2.388

Results of the Mulliken charge analysis, in e, for atoms 1 through 4:
1 Fe 1.039
2 N -0.143
3 C 0.321
4 C -0.773



No. 3
Below is a single C7H12FIO3 molecule, with properties calculated with the ωB97M-V functional and the def2-TZVPD basis.

The HOMO-LUMO gap is 10.11 eV. Its molecular weight is 290.07 g/mol. Its maximum force is 2.58 eV Å⁻¹. As for the SMILES: CC[C@H](F)OC(=O)OCCCI. Its relative energy (zero: lowest compared OMol25 entry of this formula, charge and spin) is 0.0 kcal per mole. The HOMO energy is -9.7 eV.

Atoms and positions in Å:
C 2.775 1.566 0.783
C 2.576 0.373 -0.151
C 1.399 -0.442 0.295
F 1.660 -1.006 1.525
O 1.121 -1.453 -0.621
C 0.011 -2.204 -0.296
O 0.106 -3.309 0.201
O -1.149 -1.658 -0.750
C -2.032 -1.190 0.286
C -2.742 0.092 -0.140
C -1.943 0.980 -1.090
I -2.632 3.005 -0.953
H 3.208 2.409 0.266
H 1.831 1.865 1.224
H 3.406 1.275 1.611
H 3.461 -0.250 -0.174
H 2.381 0.697 -1.167
H 0.540 0.204 0.447
H -1.499 -1.084 1.224
H -2.787 -1.949 0.453
H -3.648 -0.189 -0.663
H -3.031 0.637 0.747
H -2.133 0.693 -2.111
H -0.879 0.937 -0.948

Results of the Mulliken charge analysis, in e, for atoms 1 through 4:
1 C -1.162
2 C -0.413
3 C 0.523
4 F -0.349



No. 4
Below is a single C5H8O molecule, with properties calculated with the ωB97M-V functional and the def2-TZVPD basis.

The HOMO-LUMO gap is 9.38 eV. Its molecular weight is 84.12 g/mol. Its maximum force is 0.83 eV Å⁻¹. Its relative energy (zero: lowest compared OMol25 entry of this formula, charge and spin) is 117.8 kcal per mole. The HOMO energy is -8.8 eV.

Atoms and positions in Å:
C -0.263 -0.621 1.956
C -0.836 0.097 0.761
C -0.404 1.313 0.271
C -0.561 0.545 -0.910
C 0.655 0.142 -1.685
O 1.820 0.328 -0.937
H 0.610 -1.210 1.655
H 0.041 0.083 2.733
H -1.011 -1.313 2.357
H -1.399 -0.638 0.145
H -1.526 0.355 -1.390
H 0.595 -0.916 -1.976
H 0.632 0.736 -2.612
H 1.648 1.100 -0.369

Results of the Mulliken charge analysis, in e, for atoms 1 through 4:
1 C -1.111
2 C 0.689
3 C -1.387
4 C 0.058



Which formula does entry 3 have?
C7H12FIO3



Which value of molecular weight does entry 4 give?
84.12 g/mol